# 1
Here is the molecule C3H7N3O2 at a distorted geometry from the Open Molecules 2025 dataset. Energies are from the ωB97M-V functional and the def2-TZVPD basis.

Last column: natural (NBO) charge in e.
Element x y z (Å)
H  1.6040  0.9885  0.2406  0.34
N  1.6212  0.9358  -0.7868  -0.71
C  0.6537  0.2207  -1.1680  0.44
N  0.6512  -0.4298  -2.3907  -0.80
C  -0.5783  0.0966  -0.2624  -0.31
N  -0.2151  -0.0230  1.1498  -0.18
O  0.4940  -1.2145  1.3185  -0.56
C  -1.1256  0.1864  2.1681  0.51
O  -1.9176  1.1258  2.2021  -0.57
H  -0.2379  -0.6352  -2.8471  0.38
H  1.2084  0.0900  -3.0462  0.39
H  -1.1965  1.0014  -0.3997  0.25
H  -1.1838  -0.7491  -0.6081  0.20
H  1.3895  -1.0296  1.4386  0.47
H  -1.1672  -0.5639  2.9911  0.14

Forces on the atoms, in the same order (eV/Å):
-0.3 0.9 -0.6
1.3 -0.7 0.2
-0.8 0.2 1.0
-0.8 0.6 -0.4
-0.6 -0.1 -0.6
0.4 -0.3 -0.5
-2.6 -1.4 0.0
-2.0 1.3 0.5
1.3 -1.3 -0.5
0.1 0.0 0.6
0.6 -0.1 -0.2
0.3 -0.3 0.2
0.0 -0.2 0.4
2.3 1.0 0.3
0.8 0.2 -0.5

Properties
* HOMO-LUMO gap: 10.375 eV
* charge: 0
* maximum force: 3.0 eV/A
* energy above the lowest of the compared OMol25 structures with the same formula, charge and spin: 80.6 kcal/mol
* LUMO energy: 0.0245 hartree



# 2
Here is a structure of composition C45H54Br3N4O5PS4Si2Zr at a distorted geometry from the Open Molecules 2025 dataset. Energies are from the ωB97M-V functional and the def2-TZVPD basis.

Last column: Löwdin charge in e.
Element x y z (Å)
Zr  0.6931  0.2409  1.2883  1.46
C  -2.2452  3.3725  -0.9403  -0.19
Si  -1.9152  1.8758  -2.0866  0.64
C  -3.0328  0.5459  -1.2976  -0.21
C  -2.3706  2.3003  -3.9015  -0.31
C  -3.5133  2.7113  -4.5613  -0.09
C  -3.4653  2.9844  -5.9220  -0.09
C  -2.2788  2.8461  -6.6216  -0.09
C  -1.1283  2.4208  -5.9702  -0.09
C  -1.1690  2.1471  -4.6162  -0.32
Si  0.0859  1.4994  -3.3201  0.64
C  0.6720  -0.2319  -3.9086  -0.19
C  1.6740  2.5597  -3.1738  -0.19
H  -3.3091  3.5075  -0.7619  0.02
H  -1.8667  4.2953  -1.3654  0.02
H  -1.7718  3.2056  0.0240  0.00
H  -4.0638  0.8836  -1.2113  0.04
H  -2.6565  0.3495  -0.2979  -0.03
H  -3.0317  -0.3785  -1.8614  0.00
H  -4.4457  2.8221  -4.0268  0.10
H  -4.3569  3.3130  -6.4402  0.10
H  -2.2519  3.0714  -7.6797  0.10
H  -0.2069  2.3088  -6.5242  0.10
H  1.3675  -0.1476  -4.7411  0.04
H  -0.1681  -0.8247  -4.2602  0.02
H  1.1773  -0.7735  -3.1157  -0.02
H  2.4050  2.3066  -3.9381  0.03
H  2.1429  2.3982  -2.2084  -0.02
H  1.4491  3.6167  -3.2800  0.02
Br  4.6898  2.1686  6.2828  0.71
C  3.5674  1.8744  4.7777  -0.69
C  2.2500  2.4370  4.7777  -0.13
C  1.4622  2.1859  3.7058  -0.22
N  1.8175  1.4734  2.5995  -0.22
C  3.1662  0.9715  2.5801  -0.30
C  4.0121  1.1782  3.7118  -0.08
C  3.5858  0.3909  1.3934  -0.34
C  4.9480  0.0557  1.0930  -0.10
C  5.3100  -0.0960  -0.2001  -0.70
Br  7.1437  -0.3990  -0.6346  0.70
C  4.3508  -0.0224  -1.2495  -0.14
C  3.0364  0.0747  -0.8783  -0.21
N  2.6029  0.2366  0.3771  -0.16
H  1.9035  3.0066  5.6239  0.10
H  0.4674  2.6191  3.6624  0.09
H  5.0114  0.7747  3.6958  0.10
H  5.6667  -0.0380  1.8899  0.10
H  4.6497  -0.1008  -2.2809  0.09
H  2.2538  0.0205  -1.6267  0.08
Br  1.4944  -1.9192  2.4369  0.27
C  0.6845  4.7290  -0.0383  -0.21
S  1.1740  3.2575  0.9818  0.94
C  2.9273  3.4207  0.4833  -0.18
O  0.5498  2.1237  0.1931  -0.66
H  1.3747  5.5353  0.1826  0.06
H  -0.3173  5.0239  0.2489  0.03
H  0.7074  4.4677  -1.0898  0.04
H  3.3745  4.1163  1.1858  0.07
H  3.0241  3.7948  -0.5283  0.06
H  3.4295  2.4655  0.5739  0.04
O  0.1277  -5.4194  -6.3289  -0.02
C  -0.4537  -5.5506  -5.0678  -0.26
N  0.2782  -4.8320  -4.0467  0.08
C  1.2111  -5.4866  -3.2834  -0.44
O  1.3381  -6.6956  -3.3219  0.07
C  1.9836  -4.6491  -2.3332  -0.11
C  3.0571  -5.2397  -1.6610  0.01
C  3.7325  -4.5086  -0.7049  -0.02
C  3.2964  -3.2186  -0.4230  -0.13
N  2.2848  -2.6417  -1.0586  0.08
C  1.6694  -3.3313  -2.0026  -0.11
H  0.9543  -5.9174  -6.3488  0.10
H  -0.5036  -6.5966  -4.7412  0.13
H  -1.4601  -5.1285  -5.1489  0.13
H  0.4104  -3.8483  -4.2219  0.13
H  3.3181  -6.2588  -1.9032  0.12
H  4.5730  -4.9297  -0.1765  0.11
H  3.7623  -2.6312  0.3536  0.09
H  0.8651  -2.8060  -2.4929  0.07
O  -0.9037  0.3307  2.3786  -0.37
C  -1.7820  0.5891  3.4264  -0.57
C  -2.6219  -0.6374  3.7309  -0.48
C  -3.9112  -0.7671  4.1475  -0.14
C  -4.2563  -2.1100  4.4234  -0.17
C  -3.2139  -2.9600  4.2438  -0.38
S  -1.7863  -2.1506  3.7253  1.05
C  -1.0862  0.7805  4.7651  -0.48
C  0.0476  0.1565  5.1897  -0.16
C  0.3206  0.3730  6.5601  -0.16
C  -0.6266  1.1305  7.1653  -0.39
S  -1.8732  1.6013  6.0721  1.07
C  -2.6257  1.7872  3.0528  -0.44
C  -2.3669  3.1067  3.2699  -0.14
C  -3.3174  3.9684  2.6762  -0.18
C  -4.2776  3.2950  1.9962  -0.40
S  -4.0283  1.5957  2.0549  1.07
H  -4.5924  0.0548  4.2687  0.10
H  -5.2409  -2.4133  4.7288  0.10
H  -3.1845  -4.0202  4.3953  0.06
H  0.6686  -0.4494  4.5519  0.04
H  1.1914  -0.0118  7.0606  0.11
H  -0.6829  1.4550  8.1850  0.06
H  -1.5520  3.4725  3.8695  0.10
H  -3.2909  5.0397  2.7675  0.10
H  -5.1250  3.6854  1.4679  0.07
C  -2.9131  -2.0108  0.7031  -0.17
P  -1.2842  -2.2599  -0.1138  0.68
C  -0.5572  -3.7700  0.6149  -0.20
C  -1.6775  -2.7097  -1.8551  -0.15
O  -0.3880  -1.0440  -0.0979  -0.51
H  -3.1654  -2.8610  1.3280  0.05
H  -3.6972  -1.8771  -0.0353  0.05
H  -2.8847  -1.1256  1.3312  0.01
H  -1.0962  -4.6342  0.2409  0.06
H  -0.6220  -3.7488  1.6989  -0.01
H  0.4913  -3.8412  0.3406  0.01
H  -2.7487  -2.7450  -2.0126  0.05
H  -1.2664  -3.6831  -2.1040  0.03
H  -1.2547  -1.9555  -2.5114  0.03

Forces on the atoms, in the same order (eV/Å):
-0.3 -0.9 -0.6
0.5 -0.4 -0.4
-1.1 0.4 0.0
0.7 0.2 -0.4
0.4 -0.3 0.7
-0.3 0.1 -0.2
-0.3 0.0 0.2
0.3 0.0 -0.1
0.0 0.1 -0.4
0.4 -0.2 0.8
0.4 0.1 -1.0
-0.3 0.4 0.5
-0.6 -0.3 0.2
-0.2 -0.2 -0.1
0.1 0.2 -0.1
0.0 0.0 0.2
0.0 0.2 0.0
0.0 0.0 0.1
0.0 -0.2 -0.1
-0.2 0.0 0.1
0.0 0.0 0.0
0.0 0.0 0.0
0.1 0.0 -0.1
0.1 0.2 -0.1
-0.2 -0.1 0.0
0.1 -0.1 0.1
0.0 -0.2 -0.2
0.1 0.0 0.2
-0.1 0.2 0.0
-0.1 0.0 -0.1
0.4 -0.3 -0.3
-0.3 0.1 -0.4
0.0 1.0 0.7
1.0 -1.1 0.6
0.2 -0.1 -1.2
0.0 0.2 0.6
-0.3 0.4 0.7
0.2 -0.3 -0.3
0.2 0.0 0.6
-0.3 0.0 0.0
-0.6 0.1 -0.1
0.6 0.3 -0.9
1.3 -0.1 0.6
-0.2 0.0 0.0
0.1 -0.1 0.1
0.1 0.0 0.0
0.1 0.1 0.0
-0.1 -0.1 -0.1
0.1 0.0 0.0
0.3 -0.7 0.5
-0.2 -0.6 0.6
0.9 2.9 -1.1
-0.4 -0.3 0.3
-0.8 -0.5 -0.6
0.2 0.1 0.1
-0.1 0.0 0.0
0.1 -0.1 -0.1
0.0 0.1 0.2
-0.2 0.0 -0.2
0.0 -0.1 0.1
0.2 0.0 -0.5
-0.2 -0.2 0.4
-0.1 0.0 -0.1
-0.4 0.0 -0.1
0.2 -0.1 0.0
0.5 0.1 0.4
-0.3 0.2 -0.1
-0.1 0.1 0.0
0.1 -0.2 0.0
0.0 0.1 -0.1
0.0 -0.5 -0.2
-0.1 0.0 0.0
-0.1 0.3 -0.1
0.2 -0.1 0.0
0.0 0.0 0.1
0.0 -0.1 0.0
0.1 0.0 0.1
0.1 0.1 0.1
-0.2 0.0 -0.1
-0.9 0.3 1.0
-0.5 0.1 0.5
0.1 -0.3 -0.4
0.3 0.1 -0.2
0.0 -0.3 0.0
0.2 0.1 -0.1
-0.6 0.0 0.4
0.3 0.2 0.3
-0.3 0.1 -0.2
-0.1 0.1 0.2
-0.3 0.1 -0.2
0.5 -0.1 0.0
-0.2 -0.1 -0.3
0.0 -0.1 0.1
-0.2 0.1 -0.1
0.0 -0.4 -0.1
0.1 0.5 0.2
-0.1 0.2 0.0
-0.2 -0.1 0.1
-0.1 -0.3 0.0
0.1 0.0 -0.1
0.1 -0.1 0.1
0.1 0.1 0.2
0.2 0.0 0.1
0.0 0.2 0.0
-0.2 0.1 -0.1
0.4 0.0 -0.4
-1.0 -1.3 -0.2
-0.1 0.6 -0.1
0.2 0.1 0.6
0.1 0.4 -0.2
0.1 -0.2 0.1
0.0 0.0 -0.2
0.1 0.0 0.0
-0.2 -0.1 -0.2
0.0 0.1 0.0
0.0 0.0 -0.1
-0.2 0.0 0.0
0.1 -0.1 0.0
0.1 0.1 -0.1

Properties
* HOMO-LUMO gap: 5.485 eV
* charge: 0
* maximum force: 3.2 eV/A
* LUMO energy: 0.0085 hartree



# 3
Here is a structure of composition C26H21ClIrN4O3 at a distorted geometry from the Open Molecules 2025 dataset. Energies are from the ωB97M-V functional and the def2-TZVPD basis.

Last column: natural (NBO) charge in e.
Element x y z (Å)
Ir  -0.4211  -0.4783  -0.3125  1.35
C  1.9907  2.8641  -2.1862  -0.71
C  1.0687  1.7328  -1.9115  0.41
N  1.3050  0.7808  -1.0224  -0.29
N  2.4777  0.7186  -0.4874  -0.17
C  2.6152  -0.5026  0.2159  0.62
O  1.6499  -1.2557  0.3866  -0.61
C  3.9410  -0.8111  0.7146  -0.13
C  4.1695  -2.0709  1.2799  -0.15
C  5.4297  -2.4011  1.7296  -0.21
C  6.4705  -1.4808  1.6198  -0.11
C  6.2463  -0.2205  1.0833  -0.22
C  4.9873  0.1177  0.6189  -0.13
C  -0.1579  1.5170  -2.6420  0.09
C  -0.5444  2.3504  -3.6737  -0.15
C  -1.6832  2.0394  -4.4053  -0.13
C  -2.3957  0.9035  -4.0767  -0.18
C  -1.9532  0.1133  -3.0187  0.09
N  -0.8733  0.4103  -2.3145  -0.41
H  2.8888  2.7753  -1.5902  0.27
H  1.4821  3.8025  -1.9411  0.28
H  2.2695  2.9069  -3.2415  0.27
H  3.3487  -2.7754  1.3493  0.23
H  5.6126  -3.3773  2.1619  0.24
H  7.4647  -1.7513  1.9556  0.24
H  7.0580  0.4939  1.0179  0.24
H  4.8046  1.0907  0.1875  0.23
H  0.0411  3.2282  -3.9158  0.25
H  -2.0002  2.6701  -5.2270  0.26
H  -3.2780  0.6135  -4.6343  0.26
H  -2.4796  -0.7940  -2.7497  0.24
Cl  -7.8366  0.2814  0.3969  0.08
C  -6.1475  0.4354  0.2673  -0.10
C  -5.5462  1.7100  0.3480  -0.11
C  -4.1914  1.8368  0.2665  -0.29
C  -3.3440  0.7001  0.0796  0.43
O  -2.0749  0.8845  0.0469  -0.65
C  -3.9848  -0.5798  -0.0312  -0.30
C  -3.2450  -1.7700  -0.2772  0.45
O  -2.0728  -1.8309  -0.7016  -0.63
C  -5.3655  -0.6867  0.0907  -0.14
H  -6.1742  2.5835  0.4779  0.25
H  -3.7078  2.8035  0.3541  0.24
H  -3.7876  -2.7103  -0.1171  0.19
H  -5.8415  -1.6625  0.0241  0.24
C  0.6949  -1.6604  4.0841  -0.09
C  0.2959  -2.6582  3.2060  -0.23
C  -0.2987  -2.2969  2.0191  0.07
N  -0.5285  -1.0094  1.7016  -0.45
C  -0.1749  -0.0412  2.5723  0.07
C  0.4351  -0.3298  3.7695  -0.24
H  1.2010  -1.9136  5.0085  0.25
H  0.4564  -3.7041  3.4293  0.26
H  -0.5994  -3.0402  1.2890  0.23
H  -0.4049  0.9767  2.2820  0.23
H  0.7079  0.4720  4.4433  0.26

Forces on the atoms, in the same order (eV/Å):
-3.5 1.7 -1.5
0.0 -0.2 0.0
-0.1 0.2 -0.3
-1.1 0.1 1.9
0.6 -0.5 -0.1
0.5 0.3 0.4
-0.7 -0.5 -1.2
-0.1 0.2 -0.1
-0.1 -0.2 0.1
-0.1 -0.1 0.0
0.0 0.0 0.0
0.0 0.2 -0.1
0.1 0.0 0.0
-0.2 0.0 0.0
-0.1 0.2 -0.2
-0.1 0.0 -0.1
0.1 0.1 -0.1
-0.1 -0.3 0.1
0.8 -0.6 0.5
0.1 0.0 0.1
0.0 -0.1 0.0
-0.1 0.0 0.0
0.1 0.0 0.0
0.0 0.1 0.0
-0.1 0.0 0.0
-0.1 -0.1 0.0
0.0 0.0 0.0
0.0 -0.1 0.0
0.0 0.0 0.1
0.1 0.0 0.1
0.1 0.1 0.0
-0.6 0.0 0.0
0.7 -0.6 -0.1
-0.1 -0.4 0.0
0.9 -0.2 -0.1
-1.5 -0.5 -0.2
2.9 -0.4 -0.3
1.5 0.0 0.1
-1.0 1.0 0.3
2.0 -0.3 1.0
-1.6 0.4 0.3
0.0 0.0 0.0
-0.1 -0.1 0.0
0.1 -0.1 -0.4
0.1 0.1 0.0
0.0 0.0 0.0
-0.1 0.0 0.2
-0.3 0.1 -0.1
1.2 0.3 -0.3
-0.3 -0.1 0.0
0.0 -0.1 0.2
0.0 0.0 -0.1
0.0 0.0 0.0
0.1 0.1 -0.1
0.1 -0.1 -0.1
0.0 0.0 -0.1

Properties
* spin multiplicity: 2
* HOMO-LUMO gap (spin up / spin down): 5.755 / 4.226 eV
* charge: +2
* maximum force: 4.1 eV/A
* energy above the lowest of the compared OMol25 structures with the same formula, charge and spin: 40.5 kcal/mol
* LUMO energy (spin up / spin down): -0.2747 / -0.3308 hartree